# 1
{
  "formula": "C5H6O2",
  "method": "the ωB97M-V functional and the def2-TZVPD basis",
  "e_homo_ev": -8.00,
  "e_above_lowest_kcal_mol": 68.2,
  "lumo_energy_ev": 0.49,
  "elements": ["C", "C", "C", "C", "C", "O", "O", "H", "H", "H", "H", "H", "H"],
  "coordinates": [[1.235, 0.859, 1.820], [0.665, 0.353, 0.759], [-0.274, 0.039, -0.201], [-1.544, 0.711, -0.601], [0.423, -1.058, -0.713], [1.554, -1.168, -0.121], [-0.043, -1.971, -1.563], [2.309, 0.914, 1.915], [0.619, 1.242, 2.625], [-1.417, 1.795, -0.628], [-1.840, 0.384, -1.598], [-2.367, 0.481, 0.081], [0.678, -2.583, -1.775]],
  "atomic_forces_ev_per_a": [[0.0, -0.1, -0.1], [-0.6, 0.5, 0.1], [0.2, 0.2, 0.1], [0.1, 0.2, -0.1], [0.6, -0.9, 1.2], [-0.5, -0.2, -1.1], [0.2, 0.3, -0.1], [0.0, 0.1, -0.1], [0.0, -0.2, 0.0], [-0.1, 0.0, 0.0], [0.0, 0.0, 0.0], [0.1, 0.0, 0.0], [0.0, 0.1, 0.1]]
}



# 2
{
  "formula": "C5H6O2",
  "method": "the ωB97M-V functional and the def2-TZVPD basis",
  "e_homo_ev": [-7.58, -7.97],
  "e_above_lowest_kcal_mol": 65.7,
  "lumo_energy_ev": [-0.42, 0.34],
  "elements": ["O", "C", "C", "O", "C", "C", "C", "H", "H", "H", "H", "H", "H"],
  "coordinates": [[2.351, 1.299, -1.444], [2.092, 0.691, -0.409], [0.794, 0.255, -0.055], [0.646, -0.497, 1.058], [-0.559, -0.899, 1.252], [-1.489, -0.299, 0.245], [-0.496, 0.226, -0.822], [2.877, 0.453, 0.343], [-0.423, -0.465, -1.676], [-0.745, -1.483, 2.143], [-2.227, -1.008, -0.139], [-2.044, 0.524, 0.723], [-0.778, 1.204, -1.219]],
  "atomic_forces_ev_per_a": [[-0.1, -0.1, 0.1], [0.0, 0.0, 0.2], [-0.1, -0.1, -0.2], [1.5, 0.5, -0.1], [-1.3, -0.5, 0.1], [-0.1, 0.0, 0.1], [-0.1, 0.1, 0.0], [-0.1, 0.0, -0.1], [0.0, 0.1, 0.1], [0.0, 0.1, -0.1], [0.1, 0.1, 0.0], [0.1, -0.1, -0.1], [0.1, -0.1, 0.0]]
}